Record 1
Entry from the OMol25 dataset: a molecular structure, C41H48ClGaN4O7SSi (wB97M-V/def2-TZVPD).

XYZ file:
```
104
Properties=species:S:1:pos:R:3
Ga 0.55636 -0.92889 -0.47748
N 3.89150 -0.42367 -2.88240
C 3.14129 -0.53511 -1.77572
N 2.06383 -1.25612 -1.95820
C 2.08620 -1.63284 -3.30264
C 1.21408 -2.40487 -4.06888
C 1.52963 -2.60339 -5.39669
C 2.68598 -2.05794 -5.97325
C 3.56434 -1.30072 -5.22879
C 3.23875 -1.10512 -3.89206
H 4.70726 0.15529 -2.97043
H 3.39789 -0.04987 -0.84700
H 0.31197 -2.82535 -3.65381
H 0.86491 -3.19478 -6.01111
H 2.89173 -2.23573 -7.01999
H 4.45948 -0.87730 -5.66255
Cl -4.25776 -7.04706 -3.56697
C -3.26934 -5.76990 -2.93028
C -3.39552 -4.49356 -3.45724
C -2.60339 -3.47905 -2.94913
C -1.70221 -3.74630 -1.92429
C -1.58971 -5.03174 -1.40452
C -2.37481 -6.05369 -1.90879
C -0.85477 -2.66017 -1.39067
O -0.08001 -2.86167 -0.40937
O -0.86472 -1.50790 -1.90513
H -4.10357 -4.30680 -4.25141
H -2.67247 -2.47311 -3.34032
H -0.88412 -5.21653 -0.60621
H -2.29930 -7.05941 -1.52203
C 1.86742 -1.99640 6.27490
C 2.08713 -1.95728 4.76671
C 1.76239 -3.31106 4.14446
C 3.51743 -1.54142 4.45066
O 1.19505 -0.95011 4.26987
Si 0.51052 -0.67786 2.81497
S 1.96152 -0.85259 1.28361
O -0.64819 -1.74423 2.42001
C -1.92820 -2.04500 2.99422
C -2.98014 -1.21080 2.27255
C -2.15954 -3.52966 2.74631
C -1.93445 -1.74001 4.48579
O -0.19677 0.78143 2.91423
C 0.22967 2.07952 3.32653
C 1.58977 2.39874 2.71834
C -0.82503 3.04028 2.79159
C 0.28852 2.13659 4.84741
H 2.61799 -2.62277 6.75894
H 0.88018 -2.39454 6.51062
H 1.93807 -0.98836 6.68357
H 2.38359 -4.08919 4.59058
H 1.93780 -3.30082 3.06813
H 0.71668 -3.56187 4.32039
H 4.21809 -2.28377 4.83627
H 3.74256 -0.58074 4.91549
H 3.66684 -1.45452 3.37560
H -2.97069 -1.43463 1.20638
H -2.76256 -0.15043 2.39255
H -3.97560 -1.42179 2.67016
H -2.03858 -3.74639 1.68482
H -3.16522 -3.81852 3.05646
H -1.43855 -4.13069 3.30161
H -1.77771 -0.67659 4.66508
H -1.15008 -2.29653 4.99808
H -2.89682 -2.02400 4.91538
H 1.56809 2.21810 1.64369
H 2.37083 1.77039 3.14849
H 1.84706 3.44420 2.89914
H -0.86405 2.98015 1.70261
H -0.59601 4.06796 3.07596
H -1.80554 2.77594 3.18808
H 1.01224 1.41946 5.23006
H -0.68743 1.89639 5.27077
H 0.57326 3.13684 5.17820
O -1.10718 0.30995 0.13943
C -0.69776 1.20358 -0.62541
N -1.27794 2.35085 -0.99663
C -0.44590 3.04035 -1.97932
C 0.77008 2.04944 -2.05369
O 1.75338 2.22925 -2.73559
N 0.50524 1.01160 -1.22089
C -1.07824 3.09105 -3.35804
C -2.27880 2.45535 -3.64022
C -2.80665 2.49101 -4.92481
C -2.13305 3.15257 -5.93682
C -0.92252 3.77666 -5.66198
C -0.39774 3.74641 -4.38249
C -0.02960 4.40307 -1.44648
C -0.74990 5.54495 -1.77367
C -0.42705 6.76812 -1.20289
C 0.61924 6.86063 -0.30013
C 1.34372 5.72345 0.03106
C 1.02077 4.50399 -0.53886
H -2.13997 2.69581 -0.61212
H -2.80371 1.91563 -2.86369
H -3.74621 1.99517 -5.13022
H -2.54331 3.17942 -6.93756
H -0.38440 4.28778 -6.44929
H 0.54966 4.22368 -4.17119
H -1.56633 5.48267 -2.48191
H -0.99671 7.64951 -1.46625
H 0.87369 7.81483 0.14165
H 2.16492 5.78661 0.73254
H 1.59716 3.62648 -0.27643
```

Calculated values
LUMO level, eV: 0.3360
HOMO energy, eV: -8.635
Frontier orbital gap, eV: 8.97



Record 2
Entry from the OMol25 dataset: a molecular structure, C41H48N3NdO6PS in a non-equilibrium geometry (wB97M-V/def2-TZVPD).

XYZ file:
```
101
Properties=species:S:1:pos:R:3
Nd 0.80969 0.28598 0.01151
O -0.59881 0.38342 -1.71905
C -1.49872 -0.43216 -2.20631
C -2.83830 -0.02450 -2.35157
C -3.76665 -0.82915 -2.98056
C -3.41334 -2.08941 -3.47378
C -2.12101 -2.52937 -3.26486
C -1.16455 -1.74151 -2.61945
C 0.09285 -2.39601 -2.23922
N 0.99291 -1.92053 -1.48274
C 1.98708 -2.84923 -0.96118
C 3.33898 -2.17338 -0.84163
N 3.18802 -0.85767 -0.23902
C 4.17929 -0.32761 0.36231
C 4.24225 1.07134 0.75557
C 5.22790 1.46733 1.67269
C 5.36599 2.77622 2.06584
C 4.51310 3.73574 1.48609
C 3.56869 3.38745 0.55358
C 3.38037 2.03577 0.16265
O 2.46621 1.71316 -0.69607
H -3.10369 0.95514 -1.97250
H -4.78619 -0.47539 -3.09122
H -4.14018 -2.71609 -3.97281
H -1.83250 -3.52842 -3.57943
H 0.18600 -3.43591 -2.58455
H 2.06654 -3.75576 -1.57466
H 1.64194 -3.15525 0.03138
H 3.74886 -2.03340 -1.84623
H 4.03990 -2.80765 -0.28501
H 5.07457 -0.92928 0.57712
H 5.87709 0.70228 2.09145
H 6.11020 3.06346 2.79664
H 4.59665 4.77465 1.78927
H 2.90100 4.12340 0.12006
C -2.26153 5.17182 -5.37938
C -1.68753 4.01763 -4.55949
C -2.60472 2.80037 -4.72422
C -0.29930 3.67204 -5.11782
C -1.55196 4.37770 -3.07466
C -1.85530 5.65552 -2.58245
C -1.65393 5.97988 -1.25126
C -1.13742 5.01041 -0.40475
S -0.68230 5.12702 1.25545
C -0.15148 3.45717 1.22908
N -0.33025 2.85769 0.10337
C -0.85833 3.72466 -0.85751
C -1.06898 3.41413 -2.19634
C 0.53532 2.86143 2.40318
C 0.67989 3.61062 3.57699
C 1.45903 3.14162 4.61608
C 2.10940 1.92547 4.47367
C 1.92822 1.18795 3.30669
C 1.11571 1.61667 2.24719
H -2.35370 4.86063 -6.42248
H -1.61573 6.05372 -5.35087
H -3.25477 5.46360 -5.02762
H -2.71912 2.55743 -5.78492
H -3.59636 3.00021 -4.30808
H -2.20623 1.91927 -4.22229
H -0.37292 3.39595 -6.17360
H 0.14881 2.83536 -4.57900
H 0.37752 4.52598 -5.03024
H -2.23858 6.41922 -3.24448
H -1.87219 6.97828 -0.89222
H -0.81600 2.41272 -2.52476
H 0.18926 4.58153 3.67974
H 1.57421 3.72516 5.52225
H 2.75322 1.55673 5.27084
H 2.45692 0.23703 3.22821
C 1.18488 -3.54801 4.57444
C -0.11274 -2.92909 4.09159
C -0.08928 -1.42091 4.28302
C -1.30593 -3.55158 4.79942
O -0.15553 -3.26952 2.67638
P -1.06308 -2.49121 1.61211
O -2.39540 -2.17548 2.15217
O -0.21872 -1.33808 1.06124
O -1.06478 -3.53584 0.40834
C -1.57656 -4.89136 0.40915
C -0.41938 -5.81532 0.75409
C -2.03042 -5.10985 -1.02226
C -2.75455 -5.09232 1.35178
H 1.30749 -3.37807 5.64720
H 2.03352 -3.10448 4.04981
H 1.18563 -4.62484 4.38833
H 0.07015 -1.18857 5.33914
H -1.02660 -0.95964 3.96723
H 0.71900 -0.96865 3.70906
H -1.28367 -3.27927 5.85815
H -1.26845 -4.64161 4.72581
H -2.23728 -3.19295 4.35826
H 0.39049 -5.68592 0.03183
H -0.75107 -6.85672 0.72046
H -0.03503 -5.59554 1.75085
H -1.19269 -4.98173 -1.71068
H -2.80663 -4.39156 -1.29169
H -2.42404 -6.12330 -1.13941
H -2.46690 -4.97388 2.39235
H -3.13283 -6.10799 1.20987
H -3.55060 -4.37701 1.14330
```

Calculated values
LUMO level (alpha / beta), eV: 2.4455 / 2.4455
<S²>: 3.75
HOMO energy (alpha / beta), eV: -4.867 / -4.845
Multiplicity: 4
Relative energy (zero: lowest compared OMol25 entry of this formula, charge and spin), kcal/mol: 5.3
Charge: -1
Frontier orbital gap (alpha / beta), eV: 7.31 / 7.29



Record 3
Entry from the OMol25 dataset: a molecular structure, C41H48N4O4S2Sb2ScSe4 in a non-equilibrium geometry (wB97M-V/def2-TZVPD).

XYZ file:
```
106
Properties=species:S:1:pos:R:3
Sc -1.12624 0.16644 -0.67144
O 0.48872 0.40344 0.55655
C 1.56018 1.22069 0.09420
C 0.95416 1.84866 -1.24586
O 1.26291 2.97330 -1.58498
O 0.09791 1.09998 -1.81028
C 2.79788 0.38804 -0.20684
C 3.53513 0.57249 -1.36759
C 4.60033 -0.26699 -1.64463
C 4.92552 -1.29766 -0.78084
C 4.20825 -1.46842 0.39118
C 3.16300 -0.61507 0.68869
C 1.89051 2.29521 1.09782
C 1.23745 2.37880 2.32434
C 1.59115 3.38584 3.20943
C 2.57264 4.30261 2.87581
C 3.21532 4.21680 1.65104
C 2.87734 3.21501 0.76363
H 0.72703 -0.16380 1.32130
H 3.25656 1.34003 -2.07720
H 5.15963 -0.13051 -2.55835
H 5.72369 -1.98030 -1.02819
H 4.43484 -2.28920 1.05359
H 2.60697 -0.80200 1.59824
H 0.45613 1.67857 2.62067
H 1.08853 3.46092 4.16384
H 2.83991 5.08624 3.57153
H 3.97292 4.93895 1.38093
H 3.36214 3.14204 -0.19748
Se 1.11498 -3.68925 0.36627
Sb -0.97359 -2.36772 -0.47669
Se -3.10463 -1.02738 -1.02614
Se 1.27406 -2.22943 -1.24974
Se -1.76353 -4.48411 -1.47992
S -4.14852 -2.42730 -6.49000
C -3.21197 -1.79831 -5.10202
C -2.00951 -2.38911 -4.76766
C -1.17615 -1.69560 -3.90147
N -1.49716 -0.54010 -3.32875
C -2.71397 -0.04260 -3.58954
C -3.59890 -0.62516 -4.47256
C -3.27372 -1.29081 -7.57972
C -3.47998 0.07836 -7.49349
C -2.69785 0.90910 -8.27869
N -1.78104 0.46223 -9.12003
C -1.60988 -0.84436 -9.21646
C -2.32645 -1.76889 -8.47099
H -1.71054 -3.35466 -5.14771
H -0.19085 -2.11618 -3.67741
H -3.00827 0.84986 -3.01761
H -4.56950 -0.18367 -4.63506
H -4.21536 0.49048 -6.82297
H -2.80565 1.98629 -8.22634
H -0.84658 -1.16497 -9.91515
H -2.13949 -2.82634 -8.55853
C -0.37202 5.50795 0.41403
C -1.49415 4.67077 0.96012
Sb -1.68358 2.73800 0.07549
C -1.74770 3.40483 -1.99256
C -3.01291 4.11859 -2.43373
C -3.84063 2.83144 0.42160
C -4.70081 1.68556 -0.07609
H -0.36725 6.49691 0.87398
H -0.47150 5.64804 -0.65929
H 0.58964 5.04118 0.60975
H -2.44823 5.17372 0.83408
H -1.35175 4.51647 2.02740
H -1.55928 2.54233 -2.63524
H -0.88400 4.06399 -2.09943
H -3.87250 3.44720 -2.40365
H -2.90186 4.48499 -3.45532
H -3.21227 4.97495 -1.78959
H -4.15494 3.77258 -0.03170
H -3.95662 2.92959 1.50171
H -4.52470 1.47408 -1.13905
H -5.75804 1.92069 0.04192
H -4.50795 0.75354 0.46888
C 1.04798 -1.31630 6.55107
C 2.25299 -1.13247 5.63730
C 1.84272 -0.83405 4.19356
N 1.15562 -1.95181 3.58529
C -0.14777 -1.96536 3.29078
S -1.00159 -0.53150 3.09838
N -0.81471 -3.13187 3.07811
C -0.36278 -4.46036 3.05766
O -1.02716 -5.29210 2.50982
C 0.87223 -4.75697 3.84083
C 0.89721 -4.63481 5.22672
C 2.06690 -4.89163 5.92169
C 3.20874 -5.26975 5.23282
C 3.17570 -5.41798 3.85385
C 2.00240 -5.19012 3.15654
H 1.37098 -1.54365 7.56474
H 0.43060 -2.14024 6.20143
H 0.44111 -0.41371 6.57752
H 2.86448 -2.03633 5.64922
H 2.86622 -0.30142 5.99472
H 2.74321 -0.59603 3.61842
H 1.16760 0.02604 4.18873
H 1.66334 -2.81954 3.45685
H -1.71018 -3.03548 2.57706
H 0.00226 -4.33996 5.75420
H 2.08713 -4.78660 6.99820
H 4.12755 -5.44914 5.77247
H 4.06230 -5.70675 3.31030
H 1.93149 -5.28798 2.07766
```

Calculated values
LUMO level, eV: 2.0815
HOMO energy, eV: -3.384
Relative energy (zero: lowest compared OMol25 entry of this formula, charge and spin), kcal/mol: 103.7
Charge: -1
Frontier orbital gap, eV: 5.47